The following is a DFT calculation (ωB97M-V/def2-TZVPD) of the molecule C3H8N4O.

Geometry as XYZ:
```
16
Properties=species:S:1:pos:R:3:forces:R:3
C 2.406 0.410 0.261 -1.020 -0.142 0.484
C 0.022 0.739 -0.251 1.452 -3.983 1.058
C -3.145 -0.353 0.173 0.780 -0.314 -0.276
H 2.384 1.504 0.341 -0.592 -0.387 -0.007
H 2.889 0.181 -0.655 1.173 -0.371 -0.558
H 2.931 0.054 1.174 -0.356 -0.207 -0.765
H 0.354 -1.781 -0.897 -0.194 -0.175 -0.026
H 1.101 -2.211 0.564 -0.486 1.149 -0.751
H -0.865 2.277 -0.531 -0.524 0.669 0.069
H -3.910 0.026 0.804 -1.152 -0.184 0.051
H -3.156 -1.329 -0.398 -0.061 1.213 0.795
N 1.044 -0.205 0.103 1.183 4.049 0.920
N 1.084 -1.556 -0.249 0.492 -0.710 0.247
N 0.062 2.008 -0.251 0.124 -1.857 -0.390
N -2.139 0.419 0.240 -0.553 -1.421 -0.607
O -1.062 -0.182 -0.428 -0.267 2.671 -0.244
```
Positions in Å, forces in eV/Å.

The relative energy (zero: lowest compared OMol25 entry of this formula, charge and spin) comes out at 483.07 kJ/mol. The SMILES is [H]/N=C(\ON=C)N(C)N. Its LUMO energy is 0.93 eV. The highest occupied orbital energy comes out at -8.2 eV. The calculation puts the frontier orbital gap at 0.3354 Ha.

---

The following is a DFT calculation (ωB97M-V/def2-TZVPD) of the molecule C6H8BrNO3.

Geometry as XYZ:
```
19
Properties=species:S:1:pos:R:3:forces:R:3
C -0.964 -0.392 -0.069 -3.876 1.807 0.950
C -2.225 0.122 0.215 0.943 -1.061 -1.576
C -3.443 -0.800 0.004 -0.168 0.157 0.242
C 0.156 0.460 0.048 1.070 1.104 0.364
C 3.672 -0.099 -0.349 -1.288 1.503 -0.425
C 2.487 0.512 0.279 -1.266 -2.150 -0.681
N -3.444 -2.051 -0.048 1.091 0.301 -0.061
O 0.162 1.715 0.231 -0.648 -2.592 -0.319
O -2.453 1.413 0.393 1.455 -0.332 0.295
O 1.250 -0.305 -0.007 1.729 2.274 0.169
Br -5.042 0.207 -0.242 -0.478 0.281 -0.114
H -0.946 -1.399 -0.325 0.597 -1.497 -0.235
H 3.805 -1.065 -0.011 0.871 -1.877 1.078
H 3.387 -0.197 -1.363 0.615 0.232 -1.543
H 4.420 0.639 -0.107 0.978 -0.356 -0.471
H 2.349 1.510 0.026 -0.501 1.563 -0.869
H 2.606 0.480 1.297 -0.028 -0.055 2.747
H -4.294 -2.551 -0.322 0.125 0.682 0.295
H -1.484 1.800 0.350 -1.221 0.015 0.152
```
Positions in Å, forces in eV/Å.

The relative energy (zero: lowest compared OMol25 entry of this formula, charge and spin) comes out at 29.98 kJ/mol. The SMILES is [H]/N=C(Br)/C(O)=C/C(=O)OCC. Its LUMO energy is -0.43 eV. The highest occupied orbital energy comes out at -9.5 eV. The calculation puts the frontier orbital gap at 0.3330 Ha.

---

The following is a DFT calculation (ωB97M-V/def2-TZVPD) of a cluster of 2 separate species, C2H3NOS in total.

Geometry as XYZ:
```
8
Properties=species:S:1:pos:R:3:forces:R:3
C 0.140 0.059 0.182 -0.018 -1.122 1.154
C -1.165 -0.043 -0.672 1.153 -2.948 -0.644
N 2.274 1.203 0.906 -0.558 0.574 -0.954
O 0.431 -0.740 1.043 -1.072 0.415 -1.918
S 2.728 -0.157 1.175 0.595 -0.349 0.841
H -1.827 0.700 -0.339 -0.841 1.309 0.100
H -0.859 0.060 -1.768 -0.618 0.132 1.597
H -1.722 -1.083 -0.528 1.359 1.989 -0.176
```
Positions in Å, forces in eV/Å.

The relative energy (zero: lowest compared OMol25 entry of this formula, charge and spin) comes out at 461.33 kJ/mol. Its LUMO energy (spin up / spin down) is -0.91 / -0.91 eV. The highest occupied orbital energy (spin up / spin down) comes out at -7.3 / -7.3 eV. The calculation puts the frontier orbital gap (spin up / spin down) at 0.2346 / 0.2348 Ha.

---

The following is a DFT calculation (ωB97M-V/def2-TZVPD) of a cluster of 2 separate species, C6H20BNO6PS2 in total.

Geometry as XYZ:
```
37
Properties=species:S:1:pos:R:3:forces:R:3
C 3.777 0.380 -0.890 -0.488 0.031 0.086
P 2.951 1.422 -2.117 0.826 0.405 -0.715
O 1.929 0.317 -2.711 -0.453 0.094 0.488
S 1.703 2.524 -0.612 -0.371 -0.575 0.717
C -0.025 2.535 -1.243 0.104 0.112 0.247
C -0.888 1.795 -0.217 0.555 -0.200 0.349
N -0.639 2.320 1.115 0.092 0.278 -0.300
B 2.362 4.306 -0.694 0.061 0.442 0.041
O 2.994 4.785 0.402 0.231 -0.315 -0.689
O 2.141 5.017 -1.807 -0.096 -0.300 0.178
H 4.099 0.999 -0.055 0.239 0.017 0.019
H 3.074 -0.363 -0.513 0.058 -0.108 0.026
H 4.630 -0.097 -1.362 0.115 -0.068 0.003
H 1.353 0.701 -3.381 0.047 -0.182 -0.404
H -0.310 3.580 -1.307 0.012 0.087 -0.276
H -0.003 2.048 -2.212 -0.225 0.159 -0.189
H -0.614 0.742 -0.241 -0.225 -0.141 -0.061
H -1.933 1.880 -0.507 -0.079 -0.042 -0.184
H -0.388 1.603 1.774 -0.175 -0.055 0.142
H -1.396 2.881 1.470 -0.073 -0.048 0.133
H 3.472 4.111 0.893 -0.130 0.053 0.552
H 2.617 5.854 -1.770 -0.093 0.302 -0.153
O -1.922 -1.402 0.204 0.035 0.168 -0.057
S -2.039 -2.819 -0.001 0.196 -0.284 0.146
O -3.303 -3.373 -0.354 -0.160 0.111 -0.084
O -1.461 -3.563 1.270 0.082 0.062 -0.078
C -1.975 -3.182 2.572 -0.217 0.048 0.457
C -3.334 -3.785 2.857 -0.060 -0.003 -0.226
C -0.823 -3.363 -1.150 0.056 0.035 -0.018
H -1.994 -2.094 2.648 0.017 0.008 -0.141
H -1.236 -3.549 3.280 0.099 -0.070 -0.131
H -4.101 -3.364 2.210 0.003 0.019 0.009
H -3.613 -3.588 3.892 0.052 0.000 0.026
H -3.316 -4.862 2.694 0.027 -0.017 0.066
H 0.145 -2.971 -0.853 0.007 -0.012 0.015
H -1.113 -2.977 -2.125 -0.047 -0.001 0.006
H -0.820 -4.449 -1.161 -0.021 -0.011 0.001
```
Positions in Å, forces in eV/Å.

Its LUMO energy is -3.50 eV. The total charge is +1. The highest occupied orbital energy comes out at -12.8 eV. The calculation puts the frontier orbital gap at 0.3404 Ha.

---

The following is a DFT calculation (ωB97M-V/def2-TZVPD) of a structure of composition C33H56Br2MgN4SSi.

Geometry as XYZ:
```
98
Properties=species:S:1:pos:R:3:forces:R:3
Mg -0.001 0.150 0.123 -0.249 0.651 -0.363
Br 1.867 3.080 6.715 -0.051 -0.111 -0.130
C 1.232 1.994 5.315 0.022 0.014 -0.014
C 1.445 2.372 3.996 0.078 0.131 0.150
C 0.965 1.577 2.975 -0.180 -0.271 -0.182
C 0.269 0.396 3.244 0.345 0.516 0.657
C 0.074 0.028 4.579 -0.125 -0.208 -0.302
C 0.550 0.817 5.605 0.064 0.119 0.067
N -0.180 -0.339 2.134 -0.432 -0.512 -0.404
C -0.826 -1.442 2.214 0.173 0.196 0.526
C -1.253 -2.175 1.024 -0.300 -0.597 -0.348
C -1.928 -3.384 1.146 0.104 0.196 0.151
C -2.302 -4.068 -0.001 0.049 0.093 -0.188
C -1.983 -3.525 -1.236 -0.053 -0.091 0.156
C -1.308 -2.315 -1.277 0.020 -0.012 -0.131
N -0.955 -1.654 -0.181 -0.074 -0.047 0.259
H 1.981 3.285 3.779 -0.012 0.006 -0.020
H 1.129 1.878 1.944 0.027 0.029 0.014
H -0.454 -0.881 4.834 -0.005 -0.002 0.043
H 0.394 0.524 6.633 -0.015 -0.004 0.001
H -1.080 -1.906 3.164 0.032 0.066 0.032
H -2.153 -3.782 2.126 0.001 0.018 0.016
H -2.830 -5.009 0.071 -0.003 -0.009 -0.003
H -2.251 -4.030 -2.153 0.007 0.020 -0.023
H -1.033 -1.863 -2.223 -0.016 0.010 0.012
C 0.346 6.126 -3.204 0.066 0.085 0.137
C 0.989 6.316 -1.827 -0.172 -0.150 -0.024
C 0.619 5.248 -0.792 0.195 0.025 -0.180
C 1.333 3.906 -0.960 -0.252 0.302 0.235
N 0.960 3.176 -2.168 -0.168 0.076 0.043
C -0.112 2.393 -2.294 0.493 -0.010 -0.398
S -1.134 2.049 -0.954 -0.176 -0.254 0.437
N -0.371 1.899 -3.505 -0.090 0.032 0.090
C -1.519 1.067 -3.857 -0.420 0.063 -0.021
C -2.758 1.882 -4.230 0.171 0.155 -0.060
C -2.514 2.914 -5.333 -0.037 -0.237 -0.092
C -2.059 2.295 -6.654 -0.050 0.147 0.125
H 0.416 7.046 -3.782 0.011 -0.032 -0.060
H -0.712 5.878 -3.103 -0.017 -0.026 -0.042
H 0.832 5.343 -3.791 -0.027 -0.008 -0.064
H 0.659 7.279 -1.434 0.070 0.019 0.005
H 2.077 6.368 -1.926 0.010 0.089 0.039
H -0.462 5.087 -0.800 -0.011 -0.021 0.074
H 0.887 5.618 0.201 -0.053 -0.030 0.032
H 1.099 3.270 -0.109 0.134 -0.040 -0.019
H 2.412 4.069 -0.988 0.006 -0.094 -0.046
H 1.421 3.478 -3.014 0.023 -0.121 -0.057
H 0.148 2.265 -4.291 0.115 0.016 0.071
H -1.752 0.441 -2.998 0.077 -0.078 -0.044
H -1.220 0.429 -4.689 0.102 0.005 0.047
H -3.132 2.390 -3.338 -0.018 -0.068 0.037
H -3.527 1.178 -4.558 -0.031 -0.006 0.051
H -1.783 3.655 -4.995 -0.062 0.067 0.012
H -3.450 3.448 -5.502 0.044 0.091 0.048
H -1.076 1.824 -6.575 0.011 -0.035 -0.050
H -1.996 3.060 -7.426 0.041 -0.042 -0.047
H -2.773 1.541 -6.987 0.037 -0.040 -0.037
C 5.915 1.022 -4.171 0.063 -0.199 0.205
C 4.667 1.156 -3.280 -0.201 -0.036 0.230
C 3.419 0.789 -4.100 0.088 -0.161 0.102
C 4.515 2.627 -2.865 0.115 -0.169 0.070
Si 4.909 0.023 -1.738 -0.241 0.040 0.078
Br 2.186 -0.023 -0.872 1.257 -0.070 -0.437
C 5.137 -1.857 -2.045 -0.289 0.137 0.051
C 6.647 -2.121 -2.202 0.019 0.302 0.076
C 4.422 -2.308 -3.328 0.089 0.170 0.038
C 4.584 -2.717 -0.898 0.049 0.155 0.075
C 5.701 0.804 -0.170 -0.269 -0.137 -0.018
C 7.110 1.290 -0.560 -0.094 -0.090 -0.284
C 5.838 -0.229 0.959 0.008 -0.036 -0.178
C 4.894 1.983 0.397 -0.023 -0.006 -0.179
H 5.829 1.723 -5.003 0.001 0.020 -0.016
H 6.015 0.020 -4.591 0.027 0.013 -0.021
H 6.833 1.260 -3.629 0.043 0.022 -0.051
H 3.344 1.476 -4.946 0.012 0.042 -0.010
H 2.516 0.869 -3.492 -0.053 0.038 -0.090
H 3.470 -0.220 -4.502 -0.063 0.036 -0.041
H 4.337 3.230 -3.760 -0.019 -0.002 -0.040
H 5.418 3.014 -2.394 -0.052 0.061 0.043
H 3.672 2.749 -2.184 0.008 0.079 -0.013
H 7.089 -1.516 -2.997 0.060 -0.047 -0.018
H 6.791 -3.171 -2.466 -0.003 -0.026 -0.006
H 7.196 -1.933 -1.279 0.028 -0.018 -0.011
H 4.838 -1.834 -4.217 -0.055 -0.017 -0.031
H 3.351 -2.105 -3.275 -0.020 -0.044 -0.067
H 4.560 -3.384 -3.442 -0.005 -0.030 0.020
H 5.055 -2.497 0.057 -0.027 -0.061 -0.006
H 4.776 -3.767 -1.126 -0.005 -0.021 -0.041
H 3.508 -2.578 -0.792 -0.003 -0.088 0.030
H 7.716 0.488 -0.986 0.072 0.023 0.019
H 7.618 1.647 0.338 0.007 0.006 0.024
H 7.081 2.115 -1.274 0.038 0.005 0.007
H 6.491 -1.055 0.681 -0.027 -0.031 0.048
H 4.865 -0.623 1.259 0.023 -0.033 0.055
H 6.288 0.260 1.825 -0.007 0.034 0.018
H 4.793 2.800 -0.314 -0.010 0.024 0.060
H 5.418 2.372 1.273 0.022 -0.019 0.032
H 3.898 1.662 0.705 0.005 0.056 0.057
```
Positions in Å, forces in eV/Å.

Its LUMO energy is -6.42 eV. The total charge is +2. The highest occupied orbital energy comes out at -13.4 eV. The calculation puts the frontier orbital gap at 0.2571 Ha.

---

The following is a DFT calculation (ωB97M-V/def2-TZVPD) of a cluster of 13 separate species, C13H52N10O13 in total.

Geometry as XYZ:
```
88
Properties=species:S:1:pos:R:3:forces:R:3
C 8.397 13.499 14.822 0.921 0.771 1.059
O 7.646 12.429 15.326 -0.874 -0.665 -0.533
H 8.092 13.921 13.864 -0.368 -0.578 -0.107
H 8.309 14.288 15.569 0.259 0.498 -0.156
H 9.447 13.209 14.773 0.097 0.146 -0.295
H 8.237 11.867 15.832 0.162 -0.144 -0.073
C 7.536 7.778 10.439 -0.311 0.223 -0.298
O 7.205 8.647 9.303 0.256 -0.634 1.147
H 7.062 7.999 11.395 -0.251 0.842 -0.163
H 7.190 6.761 10.253 0.507 -0.131 -0.424
H 8.607 7.882 10.615 -0.033 -0.421 -0.197
H 6.326 9.015 9.418 -0.041 -0.014 0.044
C 10.625 5.585 9.902 -1.487 1.208 0.389
O 11.702 5.185 9.125 0.699 -0.617 -0.306
H 9.661 5.558 9.395 -0.183 -0.617 -0.440
H 10.499 5.013 10.821 0.530 -0.165 -0.140
H 10.662 6.642 10.164 0.525 0.184 0.427
H 11.591 5.507 8.227 -0.042 0.026 0.064
C 14.991 9.745 12.884 -1.465 -0.026 1.523
O 16.209 10.265 12.514 1.645 0.335 -1.190
H 14.189 10.149 12.266 0.135 0.035 -0.178
H 14.901 8.659 12.913 0.263 -0.160 -0.338
H 14.839 10.098 13.904 -0.778 -0.175 0.268
H 16.875 9.890 13.095 0.120 0.071 -0.051
C 9.058 13.585 8.033 -0.883 -1.623 0.574
O 7.770 14.120 8.259 -0.518 1.973 -0.398
H 9.194 13.023 8.958 1.243 -0.250 -0.193
H 9.056 12.896 7.189 0.110 -0.119 -0.070
H 9.849 14.311 7.847 -0.503 0.400 0.305
H 7.021 13.540 8.107 0.584 -0.400 -0.168
C 6.574 11.207 12.483 0.163 0.515 1.664
O 5.625 12.038 13.164 -0.630 -0.345 -0.879
H 7.051 10.636 13.279 0.598 -0.212 -0.203
H 6.128 10.454 11.833 -0.346 0.599 -0.281
H 7.300 11.877 12.022 0.120 -0.515 -0.540
H 6.128 12.507 13.834 0.036 -0.142 0.285
C 12.413 9.724 9.015 -1.247 -0.455 -0.517
O 11.359 10.629 8.643 1.372 0.608 0.927
H 13.144 9.629 8.212 0.248 0.133 0.163
H 12.854 10.011 9.969 0.088 0.368 -0.190
H 11.966 8.746 9.194 0.162 -0.256 0.026
H 10.711 10.247 8.047 -0.368 -0.382 -0.167
C 8.344 10.103 6.349 0.043 -0.574 0.636
O 9.034 9.926 7.620 0.093 1.131 -1.459
H 7.366 10.577 6.431 -0.334 -0.421 0.582
H 8.821 10.798 5.658 0.930 -0.265 0.404
H 8.281 9.108 5.907 -0.291 0.235 -0.393
H 8.604 9.245 8.143 -0.688 -0.129 0.039
C 12.626 6.055 13.572 1.061 1.802 -3.128
O 13.213 5.201 14.099 2.715 -4.517 3.008
N 11.488 6.539 13.910 -5.028 1.834 2.376
N 13.067 6.643 12.447 1.519 1.038 -1.926
H 11.220 7.450 13.566 -0.414 -0.289 -0.193
H 10.955 6.117 14.657 0.297 0.156 -0.164
H 12.600 7.459 12.078 -0.001 -0.139 -0.133
H 14.030 6.483 12.188 -0.312 -0.026 0.058
C 13.423 12.440 14.962 1.856 -1.090 -0.102
O 13.878 11.618 15.695 1.223 -2.972 2.540
N 12.224 12.809 14.896 -6.631 1.738 0.918
N 14.092 13.023 14.031 4.371 2.331 -3.778
H 11.549 12.168 15.288 -0.695 0.372 0.223
H 12.018 13.590 14.289 -0.808 -0.636 0.361
H 13.578 13.555 13.343 0.661 -0.379 -0.146
H 14.985 12.629 13.773 -0.026 0.319 0.016
C 10.703 9.670 16.286 -1.276 -0.516 -0.226
O 10.429 10.744 15.782 -0.535 1.461 -0.273
N 11.901 9.216 16.498 3.648 0.693 -0.172
N 9.829 8.737 16.627 -2.086 -1.095 0.455
H 12.592 9.912 16.257 1.001 -0.290 0.261
H 12.113 8.315 16.901 0.232 0.526 -0.212
H 8.835 8.911 16.584 0.306 -0.416 0.121
H 10.284 7.905 16.974 -1.323 -0.107 0.098
C 11.571 13.627 11.172 -2.218 -2.701 0.031
O 10.483 13.250 11.644 0.417 0.892 0.396
N 12.300 14.633 11.572 1.194 2.384 1.397
N 12.148 12.952 10.192 0.464 -1.078 -1.403
H 12.116 15.040 12.478 0.171 0.472 -0.572
H 13.112 14.797 10.994 0.015 0.677 0.848
H 13.109 13.121 9.933 -0.332 -0.327 -0.069
H 11.689 12.093 9.925 0.089 -0.094 -0.632
C 10.536 9.774 12.040 0.448 0.103 -1.234
O 10.865 8.621 11.858 -0.263 -2.385 -0.763
N 9.674 10.498 11.354 -2.239 -0.609 -2.141
N 11.159 10.510 12.907 1.531 1.680 3.005
H 9.687 11.506 11.416 0.189 0.168 -0.132
H 9.402 10.083 10.474 -0.218 0.355 0.018
H 10.581 11.292 13.179 0.768 0.239 0.758
H 11.645 9.962 13.602 -0.037 0.562 0.333
```
Positions in Å, forces in eV/Å.

The relative energy (zero: lowest compared OMol25 entry of this formula, charge and spin) comes out at 245.33 kJ/mol. Its LUMO energy is 0.22 eV. The highest occupied orbital energy comes out at -9.3 eV. The calculation puts the frontier orbital gap at 0.3498 Ha.

---

Computed molecular weight (g/mol) in order:
116.12, 222.04, 89.12, 308.15, 753.11, 556.62
Computed strongest force on any atom (eV/Å) in order:
4.4, 4.4, 3.2, 1.2, 1.3, 6.9
Computed electronic energy (Ha) in order:
-413.23206, -3087.88290, -606.01165, -1909.26722, -7545.57697, -2052.18197